Here is C12H30F4HgN4O12S4 as an isolated structure at a distorted geometry from the OMol25 dataset. Energies are from ωB97M-V/def2-TZVPD.

Cartesian coordinates (Å):
1 Hg 0.1706 -0.2454 0.3757
2 N 1.8584 0.7857 1.5963
3 S 3.0480 1.7100 1.0089
4 O 4.0767 1.0052 0.3234
5 O 3.3615 2.8253 1.8228
6 F 2.1871 2.3316 -0.1894
7 S 2.3813 0.2975 3.0808
8 O 2.3840 1.3103 4.0685
9 O 3.4403 -0.6375 3.0177
10 F 1.0877 -0.5514 3.3800
11 N -1.6896 -1.5580 0.0858
12 S -2.9664 -1.5294 1.1316
13 O -3.3735 -2.7790 1.6200
14 O -3.9231 -0.5436 0.7852
15 F -2.1455 -0.8786 2.3140
16 S -2.1088 -2.6543 -1.0117
17 O -3.1431 -2.1874 -1.8679
18 O -2.1048 -4.0025 -0.5727
19 F -0.7737 -2.5730 -1.9058
20 C 1.4030 -1.3926 -5.3997
21 O 1.5902 -1.3030 -4.0029
22 C 2.6497 -0.4478 -3.6136
23 C 2.3538 0.0662 -2.1946
24 N 1.6960 -0.9782 -1.3593
25 C 2.6897 -1.9407 -0.7874
26 C 1.9329 -2.9452 0.0667
27 O 1.2373 -2.2774 1.1033
28 C 0.6010 -3.1580 2.0274
29 H 2.3303 -1.6497 -5.9235
30 H 1.0376 -0.4394 -5.7962
31 H 0.6865 -2.1898 -5.5812
32 H 2.6891 0.4305 -4.2645
33 H 3.5910 -1.0058 -3.6180
34 H 1.7015 0.9331 -2.2422
35 H 3.3101 0.3066 -1.7355
36 H 1.2486 -1.5477 -2.0799
37 H 3.4133 -1.3799 -0.2002
38 H 3.1045 -2.5640 -1.5849
39 H 2.6383 -3.6195 0.5664
40 H 1.2679 -3.5512 -0.5594
41 H 1.3474 -3.5469 2.7278
42 H 0.0594 -3.9580 1.5244
43 H -0.0532 -2.5423 2.6399
44 C -1.0999 0.6298 -2.8133
45 O -0.7828 1.0481 -1.5040
46 C -1.5333 2.1871 -1.1047
47 C -1.1247 2.6405 0.2802
48 N -1.1243 1.5326 1.2574
49 C -0.8649 1.9593 2.6622
50 C -2.0348 2.7291 3.2375
51 O -3.1998 1.9976 2.9839
52 C -4.3969 2.6859 3.3105
53 H -1.0345 1.4450 -3.5453
54 H -2.1369 0.2738 -2.8413
55 H -0.4355 -0.1708 -3.1255
56 H -2.6030 1.9660 -1.1882
57 H -1.2625 2.9961 -1.7927
58 H -1.7220 3.5065 0.5801
59 H -0.1054 3.0362 0.2295
60 H -2.1256 1.3265 1.3637
61 H 0.0580 2.5328 2.7514
62 H -0.7176 1.0451 3.2350
63 H -2.0726 3.7256 2.7589
64 H -1.8748 2.9577 4.2989
65 H -5.1993 1.9559 3.2554
66 H -4.5595 3.5013 2.6006
67 H -4.3407 3.0678 4.3340

* spin multiplicity: 1
* total charge: 0
* HOMO: -10.116 eV

Atomic charges from the natural (NBO) analysis, expressed in e, are listed below: atom 1 (Hg): 1.62, atom 2 (N): -1.31, atom 3 (S): 2.50, atom 4 (O): -0.92, atom 5 (O): -0.89, atom 6 (F): -0.52, atom 7 (S): 2.51, atom 8 (O): -0.89, atom 9 (O): -0.90, atom 10 (F): -0.50, atom 11 (N): -1.32, atom 12 (S): 2.50, atom 13 (O): -0.88, atom 14 (O): -0.91, atom 15 (F): -0.51, atom 16 (S): 2.50, atom 17 (O): -0.90, atom 18 (O): -0.89, atom 19 (F): -0.52, atom 20 (C): -0.24, atom 21 (O): -0.57, atom 22 (C): -0.08, atom 23 (C): -0.26, atom 24 (N): -0.72, atom 25 (C): -0.26, atom 26 (C): -0.07, atom 27 (O): -0.60, atom 28 (C): -0.26, atom 29 (H): 0.17, atom 30 (H): 0.17, atom 31 (H): 0.20, atom 32 (H): 0.19, atom 33 (H): 0.18, atom 34 (H): 0.21, atom 35 (H): 0.24, atom 36 (H): 0.42, atom 37 (H): 0.24, atom 38 (H): 0.20, atom 39 (H): 0.19, atom 40 (H): 0.19, atom 41 (H): 0.19, atom 42 (H): 0.20, atom 43 (H): 0.21, atom 44 (C): -0.27, atom 45 (O): -0.59, atom 46 (C): -0.07, atom 47 (C): -0.26, atom 48 (N): -0.72, atom 49 (C): -0.25, atom 50 (C): -0.08, atom 51 (O): -0.55, atom 52 (C): -0.24, atom 53 (H): 0.17, atom 54 (H): 0.20, atom 55 (H): 0.21, atom 56 (H): 0.19, atom 57 (H): 0.19, atom 58 (H): 0.20, atom 59 (H): 0.22, atom 60 (H): 0.42, atom 61 (H): 0.23, atom 62 (H): 0.22, atom 63 (H): 0.16, atom 64 (H): 0.19, atom 65 (H): 0.21, atom 66 (H): 0.17, atom 67 (H): 0.17

=====

Here is C12H30N2O12PbS2 as an isolated structure at a distorted geometry from the OMol25 dataset. Energies are from ωB97M-V/def2-TZVPD.

Cartesian coordinates (Å):
1 Pb 0.0770 -0.7505 1.3191
2 S 1.0160 -4.7680 4.3739
3 O 1.1227 -4.3898 5.8007
4 O -0.2265 -4.2552 3.9486
5 O 1.9868 -4.1004 3.6188
6 O 1.0289 -6.1795 4.0258
7 S 3.1606 1.6689 4.5283
8 O 3.3239 3.0970 4.7926
9 O 1.7396 1.3735 4.7219
10 O 3.4484 1.3766 3.1935
11 O 3.8978 0.8748 5.4791
12 C -1.9885 -3.3112 -0.9657
13 O -2.6229 -2.0535 -0.8574
14 C -4.0336 -2.0290 -1.1594
15 C -4.8538 -1.5490 0.0892
16 N -4.4175 -0.2908 0.5970
17 C -5.0364 0.0019 1.9472
18 C -4.9694 1.5150 2.2085
19 O -5.5375 2.2621 1.1157
20 C -5.4838 3.6716 1.3158
21 H -2.2879 -3.7250 -1.9286
22 H -2.3224 -4.0117 -0.2002
23 H -0.9100 -3.1973 -1.0755
24 H -4.3677 -3.0430 -1.3792
25 H -4.1868 -1.4252 -2.0538
26 H -4.8518 -2.3406 0.8385
27 H -5.8548 -1.4733 -0.3355
28 H -4.7625 0.3996 -0.0544
29 H -4.6413 -0.5632 2.7914
30 H -6.0817 -0.3068 1.9605
31 H -4.0049 1.9241 2.5092
32 H -5.6422 1.8925 2.9785
33 H -5.5609 4.0465 0.2952
34 H -4.5431 4.0041 1.7548
35 H -6.2837 3.9200 2.0133
36 C 7.0165 -1.7923 -3.2748
37 O 5.6390 -1.4149 -3.3398
38 C 4.9546 -0.7887 -2.1991
39 C 4.1197 0.1988 -2.9373
40 N 3.0068 0.8043 -2.2422
41 C 2.4885 1.8742 -3.1087
42 C 1.0491 2.0712 -2.6554
43 O 0.8800 2.3101 -1.2184
44 C 1.1128 3.6145 -0.7499
45 H 7.4130 -0.7938 -3.0904
46 H 7.4181 -2.1263 -4.2315
47 H 7.0548 -2.5741 -2.5163
48 H 5.7516 -0.3191 -1.6225
49 H 4.4690 -1.5947 -1.6489
50 H 3.8036 -0.2444 -3.8816
51 H 4.9059 0.9130 -3.1820
52 H 3.3262 1.2159 -1.3769
53 H 2.3887 1.5572 -4.1468
54 H 3.1418 2.7179 -2.8866
55 H 0.4392 1.2320 -2.9897
56 H 0.6694 2.9818 -3.1188
57 H 0.4196 4.2798 -1.2646
58 H 2.1697 3.8601 -0.8536
59 H 1.0326 3.7522 0.3284

* spin multiplicity: 1
* total charge: -2
* HOMO: -1.104 eV

Atomic charges from the natural (NBO) analysis, expressed in e, are listed below: atom 1 (Pb): 0.69, atom 2 (S): 2.60, atom 3 (O): -0.96, atom 4 (O): -0.97, atom 5 (O): -0.94, atom 6 (O): -1.06, atom 7 (S): 2.60, atom 8 (O): -1.06, atom 9 (O): -0.92, atom 10 (O): -1.01, atom 11 (O): -0.98, atom 12 (C): -0.25, atom 13 (O): -0.56, atom 14 (C): -0.06, atom 15 (C): -0.23, atom 16 (N): -0.61, atom 17 (C): -0.24, atom 18 (C): -0.07, atom 19 (O): -0.57, atom 20 (C): -0.25, atom 21 (H): 0.15, atom 22 (H): 0.19, atom 23 (H): 0.20, atom 24 (H): 0.17, atom 25 (H): 0.17, atom 26 (H): 0.20, atom 27 (H): 0.15, atom 28 (H): 0.36, atom 29 (H): 0.22, atom 30 (H): 0.16, atom 31 (H): 0.19, atom 32 (H): 0.17, atom 33 (H): 0.19, atom 34 (H): 0.18, atom 35 (H): 0.16, atom 36 (C): -0.25, atom 37 (O): -0.59, atom 38 (C): -0.06, atom 39 (C): -0.23, atom 40 (N): -0.62, atom 41 (C): -0.26, atom 42 (C): -0.05, atom 43 (O): -0.56, atom 44 (C): -0.26, atom 45 (H): 0.17, atom 46 (H): 0.18, atom 47 (H): 0.18, atom 48 (H): 0.17, atom 49 (H): 0.20, atom 50 (H): 0.20, atom 51 (H): 0.15, atom 52 (H): 0.37, atom 53 (H): 0.20, atom 54 (H): 0.18, atom 55 (H): 0.19, atom 56 (H): 0.15, atom 57 (H): 0.15, atom 58 (H): 0.16, atom 59 (H): 0.22

=====

Here is a 3-piece molecular cluster, C12H30O6 overall from the OMol25 dataset. Energies are from ωB97M-V/def2-TZVPD.

Cartesian coordinates (Å):
1 C 9.2758 -26.4049 -16.0600
2 O 9.1585 -26.7742 -14.7015
3 C 10.1051 -27.7310 -14.2598
4 C 9.5235 -29.1423 -14.2103
5 O 9.0380 -29.5235 -12.9594
6 C 7.8634 -28.8174 -12.5941
7 H 8.7841 -27.1339 -16.7222
8 H 10.3168 -26.2951 -16.3713
9 H 8.7367 -25.4663 -16.1880
10 H 10.4293 -27.4126 -13.2680
11 H 10.9825 -27.7480 -14.9189
12 H 10.2829 -29.8659 -14.5229
13 H 8.7560 -29.2129 -15.0004
14 H 7.1008 -28.9137 -13.3755
15 H 8.0607 -27.7499 -12.4533
16 H 7.5159 -29.2510 -11.6612
17 C 13.5964 -31.5314 -14.5445
18 O 13.8730 -32.4350 -15.5816
19 C 13.4114 -31.9709 -16.8257
20 C 13.5905 -33.0318 -17.8706
21 O 12.3930 -33.7609 -18.0141
22 C 12.4197 -34.6049 -19.1397
23 H 13.9863 -30.5312 -14.7693
24 H 14.1349 -31.8983 -13.6688
25 H 12.5283 -31.5022 -14.3092
26 H 13.9580 -31.0608 -17.1210
27 H 12.3431 -31.7115 -16.7986
28 H 14.4011 -33.7214 -17.5896
29 H 13.8840 -32.5820 -18.8300
30 H 11.5124 -35.2031 -19.1238
31 H 13.3058 -35.2530 -19.1282
32 H 12.4413 -34.0297 -20.0762
33 C 11.9819 -21.3079 -12.9611
34 O 12.3864 -22.3456 -12.0990
35 C 12.5921 -23.5604 -12.7971
36 C 13.0252 -24.6188 -11.8175
37 O 11.9836 -25.5474 -11.6519
38 C 12.2760 -26.5370 -10.7024
39 H 11.6942 -20.4609 -12.3379
40 H 11.1083 -21.6001 -13.5538
41 H 12.8111 -20.9883 -13.6029
42 H 13.3436 -23.4172 -13.5874
43 H 11.6562 -23.8834 -13.2666
44 H 13.2483 -24.1443 -10.8502
45 H 13.9539 -25.1200 -12.1220
46 H 13.1428 -27.1539 -10.9762
47 H 11.4323 -27.2273 -10.6629
48 H 12.4251 -26.0906 -9.7122

* spin multiplicity: 1
* total charge: 0
* HOMO: -9.352 eV
* structure (SMILES): COCCOC.COCCOC.COCCOC

Atomic charges from the natural (NBO) analysis, expressed in e, are listed below: atom 1 (C): -0.25, atom 2 (O): -0.55, atom 3 (C): -0.11, atom 4 (C): -0.09, atom 5 (O): -0.53, atom 6 (C): -0.25, atom 7 (H): 0.16, atom 8 (H): 0.17, atom 9 (H): 0.19, atom 10 (H): 0.20, atom 11 (H): 0.17, atom 12 (H): 0.18, atom 13 (H): 0.16, atom 14 (H): 0.17, atom 15 (H): 0.18, atom 16 (H): 0.19, atom 17 (C): -0.25, atom 18 (O): -0.53, atom 19 (C): -0.09, atom 20 (C): -0.08, atom 21 (O): -0.54, atom 22 (C): -0.25, atom 23 (H): 0.16, atom 24 (H): 0.19, atom 25 (H): 0.17, atom 26 (H): 0.16, atom 27 (H): 0.18, atom 28 (H): 0.18, atom 29 (H): 0.16, atom 30 (H): 0.19, atom 31 (H): 0.16, atom 32 (H): 0.16, atom 33 (C): -0.25, atom 34 (O): -0.54, atom 35 (C): -0.09, atom 36 (C): -0.08, atom 37 (O): -0.54, atom 38 (C): -0.25, atom 39 (H): 0.19, atom 40 (H): 0.17, atom 41 (H): 0.16, atom 42 (H): 0.16, atom 43 (H): 0.19, atom 44 (H): 0.18, atom 45 (H): 0.16, atom 46 (H): 0.16, atom 47 (H): 0.19, atom 48 (H): 0.17